{"formula": "C18H15NO4S", "method": "the ωB97M-V functional and the def2-TZVPD basis", "fmax_ha_per_bohr": 0.012, "lumo_ha": 0.0094, "e_above_lowest_kcal_mol": 0.0, "e_tot_ha": -1448.89480, "smiles": "Cc1ccc(N2C(=O)C[C@H](Sc3ccccc3C(=O)O)C2=O)cc1", "total_charge": 0, "elements": ["C", "C", "C", "C", "C", "N", "C", "O", "C", "C", "S", "C", "C", "C", "C", "C", "C", "C", "O", "O", "C", "O", "C", "C", "H", "H", "H", "H", "H", "H", "H", "H", "H", "H", "H", "H", "H", "H", "H"], "xyz": [[-5.488, -0.859, 0.383], [-4.103, -0.349, 0.132], [-3.344, 0.205, 1.154], [-2.070, 0.687, 0.921], [-1.533, 0.626, -0.358], [-0.226, 1.120, -0.620], [0.646, 0.521, -1.523], [0.465, -0.532, -2.068], [1.834, 1.448, -1.682], [1.750, 2.359, -0.473], [2.898, 1.840, 0.882], [2.429, 0.117, 0.971], [1.252, -0.210, 1.625], [0.765, -1.504, 1.584], [1.458, -2.481, 0.888], [2.658, -2.172, 0.276], [3.167, -0.877, 0.328], [4.486, -0.625, -0.310], [4.859, -1.146, -1.330], [5.242, 0.223, 0.390], [0.315, 2.238, -0.003], [-0.254, 2.957, 0.772], [-2.284, 0.087, -1.395], [-3.552, -0.399, -1.144], [-5.661, -1.788, -0.156], [-5.656, -1.028, 1.443], [-6.220, -0.130, 0.035], [-3.753, 0.260, 2.153], [-1.510, 1.126, 1.729], [2.762, 0.882, -1.763], [1.706, 2.009, -2.612], [2.024, 3.399, -0.647], [0.720, 0.562, 2.159], [-0.162, -1.743, 2.083], [1.067, -3.485, 0.829], [3.221, -2.922, -0.257], [6.096, 0.366, -0.049], [-1.877, 0.041, -2.392], [-4.128, -0.819, -1.956]], "forces_ev_per_angstrom": [[0.0, 0.1, 0.0], [0.1, 0.0, 0.0], [0.0, -0.1, -0.1], [0.1, 0.0, 0.0], [-0.3, -0.1, 0.1], [-0.5, 0.0, 0.0], [0.4, 0.0, -0.2], [0.0, -0.1, -0.1], [0.1, 0.0, -0.1], [0.5, -0.1, 0.4], [-0.4, 0.2, -0.1], [0.3, 0.4, 0.0], [0.0, -0.2, 0.1], [0.0, 0.0, 0.0], [0.0, 0.0, 0.0], [0.2, 0.1, -0.1], [-0.3, -0.2, 0.1], [0.3, -0.1, -0.4], [-0.1, -0.1, 0.0], [0.4, 0.2, 0.5], [0.1, 0.3, -0.2], [0.0, 0.1, 0.1], [0.1, 0.1, 0.0], [0.0, 0.0, 0.1], [-0.1, -0.1, 0.0], [-0.1, 0.0, 0.1], [-0.1, 0.0, 0.0], [0.0, 0.0, 0.1], [0.1, 0.0, 0.0], [-0.1, 0.0, 0.0], [-0.1, 0.0, 0.0], [-0.2, 0.0, 0.0], [-0.1, 0.1, 0.0], [-0.1, 0.0, 0.0], [0.0, -0.1, 0.0], [0.0, -0.1, -0.1], [-0.2, -0.2, -0.2], [0.0, 0.0, -0.1], [-0.1, -0.1, -0.1]], "mulliken_charge": [-1.453, 1.011, -1.141, -0.078, 0.495, 0.266, 0.418, -0.572, -1.175, 0.330, -0.147, -0.025, -0.365, -0.491, -0.758, -0.576, 0.763, 0.124, -0.569, -0.401, 0.033, -0.595, -0.365, -0.933, 0.379, 0.356, 0.290, 0.318, 0.399, 0.265, 0.419, 0.630, 0.657, 0.443, 0.421, 0.478, 0.344, 0.422, 0.382]}

{"formula": "C18H16ClCoN2OTe", "method": "the ωB97M-V functional and the def2-TZVPD basis", "fmax_ha_per_bohr": 0.011, "lumo_ha": [-0.1415, -0.1445], "e_above_lowest_kcal_mol": 0.0, "e_tot_ha": -2991.07108, "spin_multiplicity": 4, "total_charge": 1, "elements": ["Co", "Cl", "C", "C", "C", "C", "O", "C", "C", "N", "C", "C", "C", "C", "C", "C", "C", "C", "N", "C", "C", "H", "H", "H", "H", "H", "H", "H", "H", "H", "H", "C", "Te", "C", "H", "H", "H", "H", "H", "H"], "xyz": [[1.070, -0.427, 0.266], [-3.190, -4.946, 3.867], [-1.930, -4.015, 3.125], [-0.624, -4.522, 3.083], [0.390, -3.803, 2.506], [0.160, -2.538, 1.936], [1.172, -1.901, 1.397], [-1.171, -2.025, 1.981], [-1.556, -0.743, 1.485], [-0.756, 0.098, 0.919], [-1.120, 1.398, 0.499], [-2.331, 2.008, 0.662], [-2.551, 3.324, 0.197], [-1.556, 4.028, -0.413], [-0.278, 3.441, -0.574], [0.811, 4.117, -1.168], [2.025, 3.501, -1.270], [2.159, 2.193, -0.785], [1.170, 1.524, -0.231], [-0.061, 2.130, -0.115], [-2.196, -2.794, 2.585], [-0.424, -5.495, 3.514], [1.398, -4.193, 2.475], [-2.604, -0.474, 1.626], [-3.142, 1.489, 1.157], [-3.524, 3.774, 0.334], [-1.725, 5.036, -0.768], [0.671, 5.128, -1.531], [2.878, 3.998, -1.709], [3.113, 1.682, -0.845], [-3.204, -2.398, 2.623], [3.097, -1.875, -2.580], [1.033, -1.684, -2.108], [0.675, -0.027, -3.390], [3.181, -2.225, -3.604], [3.523, -2.608, -1.899], [3.589, -0.915, -2.458], [1.499, 0.675, -3.300], [-0.254, 0.444, -3.074], [0.582, -0.381, -4.413]], "forces_ev_per_angstrom": [[-0.3, -0.3, 0.3], [0.0, 0.0, 0.0], [0.0, -0.1, 0.0], [0.1, -0.1, 0.0], [0.0, -0.1, 0.1], [0.0, 0.3, -0.1], [0.1, -0.3, 0.2], [-0.1, 0.0, -0.1], [-0.1, -0.1, 0.2], [0.2, 0.3, -0.5], [0.2, -0.1, 0.1], [-0.2, 0.1, 0.0], [0.0, -0.1, 0.0], [0.0, 0.0, 0.0], [0.0, 0.0, 0.0], [-0.1, 0.1, 0.0], [0.1, 0.0, 0.0], [0.1, 0.0, 0.0], [-0.2, 0.4, -0.1], [0.2, -0.1, 0.0], [-0.1, 0.1, 0.0], [0.0, 0.0, 0.0], [0.0, 0.0, 0.0], [0.0, 0.0, 0.1], [0.0, 0.0, 0.0], [0.0, 0.0, 0.0], [0.0, 0.0, 0.0], [0.0, 0.0, 0.0], [0.0, 0.0, 0.0], [0.0, 0.0, 0.0], [0.0, 0.0, 0.0], [0.0, 0.0, 0.0], [0.0, 0.0, -0.1], [0.0, 0.0, 0.0], [0.0, 0.0, 0.0], [0.0, 0.0, 0.0], [0.0, 0.0, 0.0], [0.0, 0.0, 0.0], [0.0, 0.0, 0.0], [0.0, 0.0, 0.0]], "mulliken_spin": [2.720, 0.001, 0.011, -0.006, 0.018, 0.007, 0.099, 0.008, -0.024, 0.054, 0.002, 0.012, -0.003, 0.008, -0.001, 0.012, -0.001, 0.000, 0.013, -0.004, -0.008, -0.001, 0.000, 0.006, 0.000, 0.000, 0.000, 0.000, -0.001, -0.001, -0.002, -0.001, 0.075, 0.000, 0.003, -0.001, 0.000, 0.000, 0.000, 0.003]}

{"formula": "C18H16ClF3NO8P2Pb", "method": "the ωB97M-V functional and the def2-TZVPD basis", "fmax_ha_per_bohr": 0.043, "lumo_ha": -0.2174, "e_above_lowest_kcal_mol": 0.0, "e_tot_ha": -2987.46185, "total_charge": 1, "elements": ["Pb", "N", "C", "C", "P", "O", "O", "O", "P", "O", "O", "O", "H", "H", "H", "H", "H", "H", "H", "H", "Cl", "C", "C", "C", "C", "C", "C", "C", "O", "O", "H", "H", "H", "H", "F", "C", "F", "F", "C", "C", "C", "C", "C", "C", "C", "C", "H", "H", "H", "H"], "xyz": [[0.016, 1.014, 0.323], [0.268, 1.706, -4.396], [1.034, 2.319, -3.226], [1.983, 3.421, -3.675], [1.826, 0.813, -2.417], [3.353, 0.873, -2.840], [1.116, -0.311, -3.064], [1.812, 0.946, -0.883], [-0.189, 2.961, -2.020], [-1.151, 3.734, -3.039], [0.409, 3.795, -0.967], [-0.958, 1.703, -1.524], [0.750, 1.865, -5.279], [-0.684, 2.067, -4.460], [0.278, 0.672, -4.175], [2.798, 3.024, -4.279], [2.407, 3.907, -2.796], [1.446, 4.184, -4.241], [3.924, 1.276, -2.170], [-1.542, 4.531, -2.649], [1.993, 2.441, 8.629], [1.785, 2.380, 6.919], [1.476, 1.173, 6.312], [1.268, 1.134, 4.943], [1.438, 2.300, 4.204], [1.701, 3.524, 4.813], [1.906, 3.552, 6.180], [1.366, 2.284, 2.688], [2.146, 2.851, 1.984], [0.258, 1.591, 2.373], [1.391, 0.274, 6.907], [1.007, 0.205, 4.458], [1.806, 4.422, 4.221], [2.169, 4.478, 6.672], [-3.316, -7.903, -0.388], [-3.645, -7.004, -1.331], [-4.981, -6.916, -1.358], [-3.245, -7.506, -2.511], [-2.993, -5.673, -1.056], [-1.606, -5.622, -1.000], [-0.975, -4.426, -0.717], [-1.741, -3.280, -0.502], [-3.132, -3.338, -0.557], [-3.759, -4.540, -0.842], [-1.113, -2.017, -0.230], [-0.628, -0.957, 0.080], [-1.026, -6.519, -1.173], [0.104, -4.371, -0.667], [-3.711, -2.443, -0.378], [-4.837, -4.597, -0.892]], "forces_ev_per_angstrom": [[0.6, -0.2, -0.2], [0.1, 0.0, 0.3], [-0.1, -0.2, 0.3], [0.0, 0.0, 0.0], [0.3, -0.3, -0.4], [-0.1, 0.2, 0.3], [0.0, 0.0, 0.1], [-0.3, 0.4, 0.3], [-0.1, 0.6, -0.3], [-0.1, 0.0, 0.2], [0.0, -0.3, 0.1], [0.2, 0.1, 0.8], [0.0, 0.0, 0.0], [0.0, 0.1, -0.1], [0.0, 0.0, 0.0], [0.0, 0.0, 0.0], [0.0, 0.0, 0.0], [0.0, 0.0, 0.0], [0.1, -0.1, -0.1], [0.0, -0.1, -0.1], [0.1, 0.0, 0.1], [0.0, 0.1, -0.1], [-0.1, -0.1, 0.0], [0.2, 0.2, 0.1], [-0.2, 0.1, -0.6], [0.4, -0.4, 0.1], [-0.1, 0.1, 0.1], [0.1, 0.5, 1.9], [-0.5, -0.5, -0.9], [-0.3, -0.4, -2.1], [0.0, 0.0, 0.0], [0.1, 0.0, 0.0], [0.0, 0.0, 0.0], [-0.1, 0.0, 0.1], [0.0, 0.0, 0.0], [0.0, 0.0, 0.0], [0.0, 0.0, 0.0], [0.0, 0.0, 0.0], [0.0, 0.0, 0.0], [0.0, 0.0, 0.0], [0.1, 0.0, -0.1], [0.1, 0.2, -0.1], [0.0, 0.0, -0.1], [0.0, 0.1, 0.1], [-0.2, -0.2, 0.2], [-0.1, 0.3, 0.2], [0.0, 0.0, 0.0], [0.0, 0.0, 0.0], [0.0, 0.0, 0.0], [0.0, 0.0, 0.0]], "mulliken_charge": [2.241, -0.228, 0.921, -1.800, 0.883, -0.566, -0.840, -0.438, 0.777, -0.600, -0.714, -0.746, 0.343, 0.353, 0.382, 0.484, 0.432, 0.477, 0.335, 0.383, -0.180, 0.327, -0.641, -0.377, 0.331, -0.446, -0.585, 0.668, -0.489, -0.556, 0.411, 0.426, 0.431, 0.420, -0.241, 0.809, -0.274, -0.243, 0.308, -0.752, -0.683, 0.572, -0.565, -0.558, 0.782, -1.771, 0.406, 0.461, 0.447, 0.484]}

{"formula": "C18H16ClN3O3", "method": "the ωB97M-V functional and the def2-TZVPD basis", "fmax_ha_per_bohr": 0.013, "lumo_ha": 0.0188, "e_above_lowest_kcal_mol": 0.0, "e_tot_ha": -1545.76696, "smiles": "COc1ccc(Cl)cc1NC(=O)CCn1cnc2ccccc2c1=O", "total_charge": 0, "elements": ["C", "O", "C", "C", "C", "C", "Cl", "C", "C", "N", "C", "O", "C", "C", "N", "C", "N", "C", "C", "C", "C", "C", "C", "C", "O", "H", "H", "H", "H", "H", "H", "H", "H", "H", "H", "H", "H", "H", "H", "H", "H"], "xyz": [[0.053, 5.291, 1.309], [0.183, 4.094, 0.578], [1.434, 3.714, 0.167], [2.600, 4.419, 0.413], [3.820, 3.949, -0.052], [3.866, 2.766, -0.764], [5.379, 2.174, -1.345], [2.713, 2.039, -1.022], [1.494, 2.508, -0.561], [0.283, 1.847, -0.777], [0.041, 0.723, -1.502], [0.887, 0.075, -2.078], [-1.441, 0.371, -1.544], [-1.669, -1.028, -2.119], [-1.317, -2.062, -1.165], [-0.119, -2.703, -1.224], [0.267, -3.636, -0.443], [-0.593, -4.045, 0.545], [-0.212, -5.085, 1.400], [-1.067, -5.507, 2.391], [-2.315, -4.907, 2.560], [-2.705, -3.881, 1.731], [-1.851, -3.440, 0.717], [-2.254, -2.358, -0.172], [-3.300, -1.739, -0.106], [0.612, 5.248, 2.249], [0.385, 6.154, 0.725], [-1.009, 5.389, 1.525], [2.578, 5.344, 0.966], [4.722, 4.504, 0.143], [2.755, 1.118, -1.579], [-0.504, 2.319, -0.351], [-1.946, 1.102, -2.179], [-1.879, 0.430, -0.546], [-1.063, -1.161, -3.016], [-2.729, -1.151, -2.356], [0.557, -2.371, -2.001], [0.756, -5.538, 1.255], [-0.771, -6.313, 3.048], [-2.974, -5.252, 3.342], [-3.665, -3.399, 1.838]], "forces_ev_per_angstrom": [[-0.1, 0.2, 0.1], [0.2, -0.4, -0.3], [0.1, -0.1, -0.1], [-0.3, 0.0, 0.0], [0.1, -0.2, -0.1], [-0.3, 0.3, 0.2], [0.2, -0.1, -0.1], [0.0, 0.0, 0.0], [0.2, 0.2, 0.1], [-0.2, 0.3, 0.3], [-0.6, 0.2, 0.2], [0.3, -0.2, -0.2], [0.1, -0.4, -0.2], [-0.2, 0.5, -0.1], [-0.3, 0.0, 0.2], [0.5, -0.2, -0.1], [0.6, -0.2, -0.2], [-0.6, 0.2, 0.2], [-0.1, 0.0, 0.1], [0.1, 0.0, -0.1], [-0.2, 0.1, 0.0], [0.0, 0.0, 0.0], [0.3, -0.3, 0.1], [0.0, 0.0, 0.0], [-0.1, 0.1, 0.0], [0.0, 0.0, 0.0], [0.0, 0.0, 0.0], [0.1, 0.0, 0.0], [-0.1, 0.1, 0.1], [0.1, 0.0, 0.0], [0.0, 0.0, 0.0], [0.0, -0.2, -0.1], [0.0, 0.1, 0.0], [0.0, 0.1, 0.0], [-0.1, 0.0, 0.1], [0.2, 0.0, 0.0], [-0.1, 0.1, -0.1], [0.1, 0.0, 0.0], [0.0, -0.1, 0.0], [-0.1, 0.0, 0.1], [-0.1, 0.0, 0.0]], "mulliken_charge": [-0.916, -0.432, 0.557, -0.398, -0.846, 0.130, -0.229, -0.723, 0.243, -0.019, 0.711, -0.651, -0.733, -1.303, 0.093, 0.050, -0.622, 0.256, -0.420, -0.286, -0.588, -0.599, 0.110, 0.657, -0.689, 0.364, 0.362, 0.250, 0.395, 0.413, 0.678, 0.298, 0.453, 0.436, 0.438, 0.475, 0.369, 0.470, 0.387, 0.406, 0.453]}